Record 1
17
Properties=species:S:1:pos:R:3:forces:R:3:mulliken_charge:R:1 method="wB97M-V/def2-TZVPD" max_force_ha_per_bohr=0.0411 total_charge=+1 homo_energy_ha=-0.5539 e_above_lowest_ev=8.078 e_tot_ha=-268.008051
C -0.951 -1.488 -0.411 -0.5 -0.1 0.8 -0.986
C -1.545 -0.105 -0.046 0.8 -1.4 0.4 0.129
C -1.390 0.279 1.408 0.7 1.9 0.6 -1.201
N 1.348 0.676 -1.370 0.3 0.0 -0.3 -0.156
C 2.286 0.370 -0.454 0.0 -0.8 -0.9 0.216
N 3.124 1.095 0.208 0.0 0.2 -0.2 -0.256
H -0.167 -1.451 -1.164 0.1 -0.1 -0.1 0.216
H -0.592 -2.017 0.481 0.4 0.4 -0.1 0.319
H -1.736 -2.159 -0.757 0.0 0.2 -0.5 0.359
H -2.568 -0.124 -0.412 0.0 0.9 -0.1 0.347
H -0.889 0.686 -0.517 -0.4 -0.1 -0.6 0.033
H -1.998 -0.147 2.202 -0.2 -0.6 -0.4 0.358
H -1.550 1.367 1.527 -0.4 -0.3 -0.2 0.359
H -0.332 0.248 1.702 -0.1 -0.7 0.0 0.274
H 2.333 -0.741 -0.458 -0.1 0.2 0.9 0.349
H 1.688 1.410 -2.026 -0.4 0.3 0.3 0.326
H 2.942 2.101 0.087 -0.1 0.0 0.2 0.314

***

Record 2
72
Properties=species:S:1:pos:R:3:forces:R:3:mulliken_charge:R:1 method="wB97M-V/def2-TZVPD" max_force_ha_per_bohr=0.0293 total_charge=-2 homo_energy_ha=-0.0640 e_above_lowest_ev=1.137 e_tot_ha=-7445.649813
Cs -0.474 0.431 -1.201 0.1 -0.4 1.1 1.056
S -2.320 -0.086 1.604 -0.1 -0.1 0.2 -0.527
C -1.029 -0.581 2.626 -0.1 0.1 -0.4 0.674
S 0.216 -1.635 2.042 -0.2 -0.1 -0.1 -0.496
C -0.952 -0.103 3.944 0.1 0.1 0.0 -0.178
C -1.926 0.752 4.516 -0.2 0.1 0.1 0.013
N -2.689 1.430 5.060 0.0 0.0 0.0 -0.649
C 0.147 -0.393 4.786 0.2 -0.2 0.2 0.207
N 1.025 -0.601 5.514 0.0 0.1 0.0 -0.715
Br 7.374 -0.980 -0.402 0.0 0.0 0.0 -0.220
C 5.728 -0.708 0.503 0.0 0.0 0.1 0.158
C 5.696 -0.522 1.874 0.0 0.0 0.0 -0.297
C 4.456 -0.359 2.467 0.0 0.0 0.0 -0.870
C 3.319 -0.369 1.670 0.0 0.1 0.0 -0.269
N 3.368 -0.514 0.348 -0.1 -0.1 -0.1 -0.136
C 4.550 -0.695 -0.222 0.2 0.0 0.0 -0.360
H 6.608 -0.512 2.455 0.0 0.0 0.0 0.426
H 4.360 -0.221 3.534 0.0 0.0 0.1 0.527
H 2.325 -0.295 2.100 0.1 0.1 0.0 0.445
H 4.571 -0.824 -1.297 0.0 0.0 0.0 0.514
N -0.997 -3.463 -0.338 0.1 0.1 -0.2 -0.190
C -0.800 -3.162 -1.620 -0.1 -0.1 0.4 0.718
O -0.817 -2.021 -2.070 -0.1 -1.1 -0.7 -0.659
C -0.467 -4.275 -2.605 0.0 0.0 0.0 -0.876
I -1.286 -6.215 -2.219 0.0 0.0 0.0 -0.013
H -0.885 -2.718 0.386 0.0 -0.1 0.0 -0.054
H -0.871 -4.418 -0.051 0.0 0.0 0.2 0.147
H 0.611 -4.416 -2.626 0.0 0.0 0.0 0.336
H -0.820 -3.975 -3.584 0.0 0.0 0.0 0.365
O 1.784 3.828 -1.745 0.2 0.2 0.0 -0.506
C 0.655 3.447 -1.363 0.1 0.1 0.1 0.370
O -0.185 2.803 -2.035 0.0 1.4 -0.6 -1.024
C 0.328 3.763 0.106 0.0 0.1 -0.2 -0.715
C 1.458 3.328 1.030 0.0 -0.1 0.2 -0.623
Ge 3.209 4.134 0.676 -0.1 -0.1 0.0 1.630
C 4.153 3.911 2.415 0.0 0.0 -0.1 -0.394
C 3.658 3.049 3.390 -0.1 -0.1 0.1 -0.659
C 4.326 2.845 4.592 0.0 -0.1 0.1 -0.787
C 5.519 3.504 4.841 0.0 0.0 0.0 -0.410
C 6.030 4.375 3.888 0.0 0.0 0.0 -0.763
C 5.349 4.574 2.696 0.1 0.0 0.0 0.278
C 3.038 6.082 0.476 0.0 0.0 0.0 -0.155
C 2.897 6.666 -0.782 0.0 0.0 0.0 -0.257
C 2.758 8.041 -0.913 0.0 0.0 -0.1 -0.645
C 2.750 8.856 0.212 0.0 0.0 0.0 -0.343
C 2.884 8.288 1.469 0.0 0.0 0.0 -0.650
C 3.031 6.912 1.593 0.0 0.0 0.1 -0.353
C 4.524 3.509 -0.640 -0.1 0.1 -0.1 0.067
C 5.651 4.291 -0.879 0.0 0.1 0.0 -0.106
C 6.620 3.913 -1.800 0.0 0.1 0.1 -0.661
C 6.474 2.730 -2.505 0.0 -0.1 -0.1 -0.542
C 5.352 1.944 -2.288 0.0 0.0 0.0 -0.882
C 4.388 2.331 -1.370 -0.1 0.0 0.0 -0.097
H -0.617 3.306 0.414 0.0 0.0 -0.1 0.421
H 0.207 4.851 0.157 0.0 0.0 0.1 0.266
H 1.518 2.234 1.082 0.1 0.1 -0.1 0.226
H 1.234 3.657 2.050 0.0 0.0 0.0 0.455
H 2.726 2.520 3.230 0.0 0.0 0.0 0.419
H 3.905 2.171 5.329 0.0 0.0 0.0 0.533
H 6.046 3.347 5.776 0.0 0.0 0.0 0.373
H 6.958 4.905 4.073 0.0 0.0 0.0 0.380
H 5.761 5.271 1.973 0.0 0.0 0.0 0.186
H 2.869 6.027 -1.656 0.0 0.0 0.0 0.422
H 2.645 8.476 -1.899 0.0 0.0 0.0 0.365
H 2.634 9.929 0.107 0.0 0.0 0.0 0.350
H 2.872 8.913 2.356 0.0 0.0 0.0 0.385
H 3.143 6.480 2.583 0.0 0.0 0.0 0.333
H 5.775 5.236 -0.358 0.0 0.0 0.0 0.192
H 7.483 4.547 -1.967 0.0 0.0 0.0 0.391
H 7.224 2.426 -3.226 0.0 0.0 0.0 0.359
H 5.222 1.025 -2.849 0.0 0.0 0.0 0.357
H 3.503 1.723 -1.244 0.0 0.0 0.0 0.738

***

Record 3
103
Properties=species:S:1:pos:R:3:forces:R:3:mulliken_charge:R:1 method="wB97M-V/def2-TZVPD" max_force_ha_per_bohr=0.0394 homo_energy_ha=-0.2323 e_above_lowest_ev=1.362 e_tot_ha=-6978.770714
Y -0.307 0.518 -0.217 -0.5 1.4 -1.3 0.904
C 2.041 3.287 2.827 0.0 0.0 -0.1 -1.092
C 1.068 3.933 3.568 0.0 0.0 0.0 -0.760
C -0.265 3.664 3.316 0.0 0.1 -0.1 -0.878
C -0.606 2.754 2.318 -0.1 -0.1 0.1 0.399
N 0.344 2.109 1.631 0.0 -0.2 0.0 0.794
C 1.629 2.376 1.871 -0.1 0.1 0.1 -0.308
C -2.032 2.427 1.991 0.2 -0.1 0.4 0.574
C -3.075 3.072 2.652 0.1 0.2 -0.1 -0.904
C -4.375 2.720 2.364 -0.1 0.0 0.1 -1.365
C -4.600 1.752 1.405 0.0 0.1 -0.2 -0.684
C -3.517 1.167 0.763 0.0 -0.2 0.3 0.360
N -2.252 1.463 1.097 -0.1 -0.2 0.3 1.026
C -3.722 0.122 -0.276 -0.1 -0.2 0.2 0.449
C -4.982 -0.321 -0.670 0.0 0.1 -0.1 -0.931
C -5.076 -1.289 -1.654 -0.1 0.0 0.0 -0.610
C -3.921 -1.808 -2.212 0.1 0.0 -0.1 -0.870
C -2.707 -1.360 -1.723 -0.2 0.0 0.0 -0.235
N -2.623 -0.429 -0.777 0.6 -0.1 0.0 0.652
H 3.096 3.464 2.977 0.0 0.0 0.0 0.457
H 1.338 4.641 4.340 0.0 0.0 0.0 0.419
H -1.024 4.167 3.894 0.0 0.0 0.0 0.357
H 2.352 1.844 1.264 -0.1 0.0 0.0 0.621
H -2.877 3.841 3.382 0.0 0.0 0.0 0.371
H -5.200 3.193 2.879 0.0 0.0 0.0 0.442
H -5.608 1.464 1.151 0.0 0.0 0.0 0.386
H -5.883 0.081 -0.233 0.0 0.0 0.0 0.375
H -6.050 -1.635 -1.977 0.0 0.0 0.0 0.425
H -3.951 -2.557 -2.990 0.0 0.0 0.0 0.456
H -1.766 -1.766 -2.079 0.0 0.0 0.0 0.434
Cl 4.646 -5.377 0.205 0.0 -0.1 0.0 -0.181
C 3.702 -4.010 -0.251 0.0 0.1 0.1 0.074
C 3.127 -3.188 0.714 0.0 0.0 -0.1 -0.221
Cl 3.367 -3.523 2.389 0.0 0.0 0.0 -0.124
C 2.331 -2.119 0.333 0.0 0.0 0.0 1.401
Cl 1.788 -0.984 1.527 -0.1 0.0 0.1 -0.353
C 1.946 -1.874 -1.011 0.0 0.0 0.0 -1.097
O 1.099 -0.986 -1.357 0.1 -0.2 0.2 -0.457
C 2.637 -2.674 -1.966 -0.1 0.0 0.0 0.628
Cl 2.345 -2.305 -3.626 0.0 0.0 0.0 -0.195
C 3.485 -3.703 -1.595 0.0 -0.1 -0.1 0.379
Cl 4.269 -4.641 -2.814 0.0 0.0 0.0 -0.202
O -1.107 2.012 -1.127 0.4 -0.5 0.0 -0.841
Cl 6.552 -2.561 1.291 0.0 0.0 0.0 -0.169
C 6.269 -1.192 0.270 0.0 0.0 0.0 0.405
C 6.479 -1.307 -1.096 0.0 0.1 0.1 -1.196
C 6.359 -0.176 -1.880 0.0 0.0 0.0 -0.174
C 6.011 1.061 -1.343 0.0 0.0 -0.1 0.484
C 5.976 2.260 -2.266 0.1 0.0 0.0 -0.901
C 4.762 2.231 -3.193 0.1 0.0 0.0 -1.756
N 3.526 2.338 -2.455 -0.1 -0.2 0.0 0.447
C 2.822 3.492 -2.187 0.1 0.1 -0.1 -0.786
C 1.741 3.113 -1.457 -0.1 -0.1 0.0 -0.792
N 1.779 1.755 -1.255 0.0 -0.2 0.4 0.572
C 2.856 1.320 -1.860 0.0 0.2 -0.1 -0.777
O 7.133 2.258 -3.093 -0.1 0.2 -0.1 -0.377
C 8.118 3.197 -2.686 0.0 0.0 0.1 -1.030
C 8.592 2.987 -1.274 0.1 0.0 -0.1 0.169
C 9.218 1.865 -0.819 0.0 0.0 0.1 0.990
Cl 9.667 0.496 -1.742 0.0 0.0 0.0 -0.179
S 9.563 1.928 0.860 0.0 0.0 -0.1 -0.194
C 8.902 3.503 0.974 0.0 -0.1 0.0 -0.449
C 8.424 3.934 -0.221 -0.1 0.0 0.0 -0.722
C 5.728 1.112 0.013 -0.1 0.1 0.1 1.701
Cl 5.178 2.603 0.739 0.0 -0.1 0.0 -0.135
C 5.864 0.004 0.836 0.0 0.0 0.0 -1.308
H 6.762 -2.259 -1.524 0.0 0.0 0.0 0.517
H 6.579 -0.239 -2.939 0.0 0.0 0.0 0.452
H 5.937 3.175 -1.671 0.0 0.0 0.0 0.738
H 4.767 1.302 -3.763 0.0 0.0 0.0 0.386
H 4.813 3.058 -3.901 0.1 0.0 0.0 0.382
H 3.137 4.447 -2.571 0.0 0.0 0.0 0.440
H 0.886 3.675 -1.117 0.0 0.0 0.0 0.522
H 3.176 0.293 -1.934 0.0 0.0 0.0 0.456
H 7.720 4.216 -2.768 0.0 0.0 0.0 0.357
H 8.937 3.094 -3.398 0.0 -0.1 0.0 0.409
H 8.878 4.014 1.923 0.0 0.0 0.0 0.458
H 7.942 4.892 -0.361 0.0 0.0 0.0 0.398
H 5.670 0.075 1.897 0.0 0.0 0.0 0.536
O -0.892 -2.458 0.549 0.0 0.0 -0.1 -0.501
S -1.613 -2.046 1.786 0.0 0.1 0.2 0.810
C -3.272 -2.720 1.682 0.0 0.0 -0.1 0.373
C -3.524 -3.725 0.764 0.0 0.0 0.0 -0.331
C -4.815 -4.225 0.660 0.0 0.0 0.0 -0.836
C -5.827 -3.716 1.461 0.0 0.0 0.0 -0.483
C -5.560 -2.696 2.366 0.0 0.0 0.0 -0.735
C -4.276 -2.185 2.473 0.0 0.0 0.0 -0.273
C -1.000 -3.091 3.110 0.0 0.0 -0.1 0.547
C -1.343 -2.810 4.424 0.0 0.0 0.0 -0.398
C -0.845 -3.618 5.433 0.0 0.0 0.0 -0.659
C -0.004 -4.680 5.121 0.0 0.0 0.0 -0.526
C 0.346 -4.932 3.804 0.0 0.0 0.0 -0.729
C -0.151 -4.131 2.783 0.0 0.0 0.0 -0.457
H -2.717 -4.088 0.139 0.0 0.0 0.0 0.502
H -5.029 -5.011 -0.052 0.0 0.0 0.0 0.444
H -6.832 -4.110 1.375 0.0 0.0 0.0 0.405
H -6.355 -2.292 2.980 0.0 0.0 0.0 0.422
H -4.061 -1.369 3.155 0.0 0.0 0.0 0.366
H -1.987 -1.970 4.658 0.0 0.0 0.0 0.375
H -1.104 -3.414 6.464 0.0 0.0 0.0 0.401
H 0.390 -5.304 5.913 0.0 0.0 0.0 0.397
H 1.020 -5.744 3.564 0.0 0.0 0.0 0.481
H 0.125 -4.286 1.748 0.0 0.0 0.0 0.453

***

Record 4
10
Properties=species:S:1:pos:R:3:forces:R:3:mulliken_charge:R:1 method="wB97M-V/def2-TZVPD" max_force_ha_per_bohr=0.0312 smiles="O=Cc1ccno1" homo_energy_ha=-0.3852 e_above_lowest_ev=2.359 e_tot_ha=-359.383671
O 2.707 -0.840 -0.014 -0.8 0.9 0.1 -0.449
C 1.908 0.074 0.037 0.4 -1.0 -0.3 -0.113
C 0.438 -0.124 -0.056 -0.6 -0.1 -0.5 0.473
C -0.618 0.748 -0.065 0.1 -1.0 -0.1 -0.383
C -1.735 -0.105 0.021 -0.8 -1.3 0.4 -0.197
N -1.401 -1.389 0.020 -0.1 1.6 -0.1 -0.297
O -0.050 -1.390 -0.087 1.1 0.1 0.6 -0.083
H 2.235 1.119 0.184 -0.1 0.0 -0.1 0.295
H -0.706 1.784 -0.264 0.4 0.8 0.4 0.372
H -2.778 0.123 0.224 0.3 0.1 -0.5 0.381

***

Record 5
32
Properties=species:S:1:pos:R:3:forces:R:3:mulliken_charge:R:1 method="wB97M-V/def2-TZVPD" max_force_ha_per_bohr=0.2756 smiles="CC(C)(O)C(=O)NNC(=S)NCc1ccco1" homo_energy_ha=-0.3036 e_above_lowest_ev=11.772 e_tot_ha=-1177.826476
C 3.470 -0.234 1.914 1.0 -4.3 -9.0 -1.938
C 2.164 0.179 1.755 -7.0 -4.3 2.4 1.979
C 1.792 1.590 1.704 -0.7 -4.5 -1.5 -2.375
O 1.473 -0.512 3.073 2.7 4.2 1.2 -0.696
C 1.406 -0.734 0.714 -0.5 -0.7 7.9 -0.306
O 1.746 -0.798 -0.357 3.4 1.2 -9.7 -0.530
N 0.602 -1.761 1.149 -0.5 4.6 5.6 0.204
N -0.163 -2.382 0.275 -4.1 -9.8 4.2 -0.514
C -1.134 -2.310 -0.656 1.8 4.3 -3.4 0.234
S -2.421 -3.374 -0.971 1.4 1.2 0.7 -0.337
N -0.638 -1.203 -1.535 -4.0 -2.3 0.8 -0.018
C -1.557 -0.555 -2.535 1.7 -6.6 -1.8 -1.138
C -2.136 0.664 -2.142 -1.6 -7.4 0.0 0.800
C -3.282 0.846 -1.606 -2.6 5.8 3.1 -0.474
C -3.322 2.326 -1.361 2.9 -0.4 -3.6 -0.492
C -2.091 2.760 -2.230 -9.5 -7.4 7.5 -0.728
O -1.513 1.632 -2.451 7.5 7.3 -4.7 -0.286
H 3.844 -0.035 0.786 0.1 -0.3 2.3 0.302
H 3.949 0.324 2.473 4.9 5.5 5.5 0.688
H 3.732 -1.254 2.090 -0.6 -0.7 0.2 0.378
H 2.088 1.905 0.816 1.3 1.5 -4.6 0.576
H 2.376 2.086 2.277 3.0 3.7 4.8 0.641
H 0.792 1.649 1.669 -3.6 0.9 0.9 0.577
H 1.989 0.107 3.753 -2.1 -2.3 -1.5 0.341
H 0.199 -1.574 2.183 0.9 -0.6 -3.1 0.341
H -0.560 -3.322 1.034 1.5 3.0 -3.6 0.317
H 0.176 -0.750 -1.160 0.0 0.2 -0.5 0.257
H -2.383 -1.471 -2.785 2.2 2.8 0.7 0.358
H -0.870 -0.455 -3.450 -1.3 0.1 1.0 0.240
H -3.794 0.069 -1.216 -2.1 -2.0 1.2 0.567
H -4.063 2.944 -0.816 0.6 -0.5 -0.8 0.372
H -1.872 3.644 -2.393 3.2 7.8 -2.0 0.660

***

Record 6
9
Properties=species:S:1:pos:R:3:forces:R:3:mulliken_charge:R:1 method="wB97M-V/def2-TZVPD" max_force_ha_per_bohr=0.0861 smiles="C/C(F)=C/F" homo_energy_ha=-0.3413 e_above_lowest_ev=0.955 e_tot_ha=-316.380778
C -1.169 0.278 -0.024 3.0 1.7 0.1 -1.064
C 0.329 0.423 0.115 3.6 -2.5 -0.6 0.546
F 0.914 1.661 0.330 -1.1 -1.6 -0.1 -0.267
C 1.139 -0.726 -0.021 -1.8 3.5 -0.1 -0.221
F 2.511 -0.720 0.016 -1.7 -0.1 0.1 -0.235
H -1.272 -0.521 -0.672 -0.9 -1.4 -1.4 0.360
H -1.487 0.040 0.919 -1.5 -0.5 2.3 0.292
H -1.567 1.202 -0.345 -0.7 0.7 -0.6 0.335
H 0.602 -1.637 -0.317 0.9 0.2 0.3 0.255